132
Properties=species:S:1:pos:R:3:forces:R:3 method="wB97M-V/def2-TZVPD" homo_lumo_gap_ev=8.0205 e_homo_ev=-7.607 spin_multiplicity=1
C 5.94556 18.95877 20.55102 0.0504 -0.8073 1.1491
C 6.18653 17.53507 20.07931 -1.1892 0.5822 -0.0665
C 7.54048 17.35502 19.42062 -0.8652 0.8370 -0.0387
O 7.71889 15.98420 19.59438 0.2266 -1.0541 -0.4438
C 6.97100 15.54471 20.63524 1.0524 1.7282 -0.2519
O 7.15846 14.48996 21.08523 -0.1712 -2.9833 1.2779
O 6.18618 16.49993 21.14460 0.0473 1.1142 -1.1124
H 4.87741 19.19923 20.59184 0.3502 0.1680 -0.2349
H 6.53530 19.62530 19.92562 -0.3194 0.2188 -0.0775
H 6.32904 19.02514 21.57824 0.0240 0.2091 -0.1951
H 5.33321 17.23792 19.43054 0.8320 0.0307 -0.0450
H 8.37101 17.89504 19.92669 -0.6789 -0.1087 -0.3861
H 7.45593 17.59913 18.35300 0.3682 0.0206 0.4330
C 12.88469 14.38164 17.10502 -0.3005 -0.2102 1.0591
C 12.47901 15.43060 18.19464 0.6100 -0.4599 -2.3766
C 13.25142 16.74208 18.00730 -0.3971 -0.5316 0.2178
O 12.26245 17.75929 18.22534 -0.2338 -0.2076 -0.0737
C 11.02895 17.21575 18.10299 -1.6509 0.4686 0.4832
O 9.97787 17.84186 18.15412 2.8280 -1.7271 -0.4153
O 11.13703 15.84159 17.99635 -1.0013 1.2378 0.1010
H 12.85495 14.71608 16.07317 -0.1629 0.5414 0.0433
H 12.31221 13.44782 17.13850 -0.2801 0.3197 0.2674
H 13.89106 14.05298 17.32404 0.5294 0.0611 0.0428
H 12.61199 15.03870 19.19414 -0.1765 -0.1746 0.2677
H 13.64888 16.84989 17.00160 0.0478 -0.0028 0.0047
H 14.02026 16.75849 18.76208 0.3504 0.6567 0.1309
C 13.78829 19.29609 12.32266 0.4558 -0.2734 -0.1615
C 13.15479 18.01683 12.87016 0.3861 2.2005 -0.8565
C 13.73806 17.46182 14.13049 -0.7163 -0.4703 0.1263
O 12.54688 16.88204 14.70028 1.0156 -0.1027 0.3692
C 11.48159 17.58600 14.24194 0.9653 -1.3385 1.5390
O 10.42545 17.40619 14.71185 -2.8309 -0.2348 0.8428
O 11.80277 18.43505 13.34242 1.6474 0.6281 -2.2796
H 13.63716 20.09855 13.05436 -0.0261 -0.0303 -0.3722
H 13.39839 19.52977 11.32949 -0.4555 0.1580 0.3377
H 14.86525 19.21342 12.11750 -0.1362 -0.3371 0.4392
H 13.05337 17.28447 12.07901 -0.2799 -0.2482 0.1169
H 14.13442 18.22413 14.78736 -0.0361 0.4338 0.2543
H 14.49663 16.70173 14.01846 0.0056 -0.3331 -0.3062
C 8.75819 15.68520 10.83634 0.2194 0.2103 -0.2790
C 10.20304 15.36866 11.16971 -0.4761 0.3611 -2.4579
C 10.80961 14.43321 10.13913 1.4085 -1.0696 -0.5988
O 11.59455 15.27918 9.23262 -0.9094 0.3242 1.1156
C 11.72807 16.48830 9.84768 -0.5415 -2.0446 0.0259
O 12.41330 17.35253 9.45387 1.1471 1.6528 -0.7016
O 11.03896 16.53917 10.98840 -0.6529 0.0033 0.8309
H 8.43656 16.48464 11.47748 -0.4849 0.2271 0.4623
H 8.12883 14.80626 10.89668 -0.0822 -0.3097 0.5951
H 8.59851 16.00977 9.81394 0.4558 0.2683 -0.3587
H 10.28245 15.01364 12.15581 0.4025 -0.2941 1.2209
H 10.11687 13.85756 9.52539 -0.2471 0.2635 0.1509
H 11.51889 13.71166 10.57435 -0.2868 0.3907 -0.0433
C 5.32852 16.04523 12.06289 -0.0104 -0.6928 1.3346
C 5.60312 17.17432 13.04159 1.3312 1.0526 1.1385
C 4.44690 18.01152 13.56757 -0.9596 0.2543 -0.7440
O 4.81826 18.45973 14.84716 0.5481 0.0749 0.9071
C 5.65646 17.52919 15.37697 -2.1328 0.4982 -5.5508
O 5.93019 17.40082 16.46949 1.6361 -0.2088 6.1401
O 6.04475 16.70245 14.41509 0.4766 -1.4528 -2.1604
H 4.48460 15.49154 12.53194 0.5057 -0.1113 -0.8083
H 6.22275 15.40915 11.98857 -0.4072 0.0679 0.4048
H 5.13594 16.29184 11.01627 -0.3724 0.6388 0.3808
H 6.48596 17.77388 12.72174 -0.7763 -0.1034 0.0114
H 3.54295 17.39174 13.68674 0.1790 0.0667 -0.2385
H 4.19577 18.92525 13.04696 -0.0085 -0.0935 -0.6765
C 11.28969 10.36401 15.52660 0.0222 0.2149 -0.2299
C 11.86340 10.96080 14.25293 -0.1820 0.6942 0.4481
C 10.92200 11.10290 13.06829 -1.2685 -0.3525 0.1646
O 11.15756 12.41123 12.51131 0.9543 -1.2684 0.5717
C 11.91567 13.02625 13.41980 -0.0452 3.0309 -0.2539
O 12.28966 14.15738 13.26905 0.2545 0.1482 -0.2184
O 12.10667 12.38112 14.55376 0.0681 -1.3866 -0.0726
H 12.08580 10.54008 16.26013 -0.4296 -0.5221 0.2409
H 10.93977 9.32091 15.45876 0.5634 0.3531 -0.0445
H 10.39750 10.93951 15.81111 0.2761 -0.0280 -0.0460
H 12.86377 10.58265 13.97824 -0.5559 -0.2646 0.0359
H 9.85613 11.14357 13.35938 0.4617 -0.5929 0.0216
H 11.11600 10.32685 12.34781 -0.2156 -0.1042 -0.5278
C 4.03117 10.41443 16.23585 0.8017 0.1874 0.2681
C 5.49215 10.88000 16.12062 -1.1415 -0.8605 1.0610
C 6.27235 10.79385 17.42954 -0.0297 -0.1789 0.1089
O 7.52826 10.20584 17.03840 -0.4429 0.3434 0.8645
C 7.39713 9.68499 15.83367 -1.3311 0.6823 -0.6836
O 8.23888 9.07745 15.28323 1.4324 -1.1805 -0.8567
O 6.18894 9.97223 15.26400 0.8846 0.1101 0.4454
H 3.64490 10.26062 15.24103 -0.2400 0.0518 -0.3685
H 3.48417 11.23821 16.70409 -0.2266 -0.3810 0.1448
H 3.94088 9.44410 16.77931 0.1029 0.8672 -0.1893
H 5.58691 11.91373 15.81738 -0.2341 -0.1186 -0.8593
H 5.80606 10.19956 18.22063 0.0932 -0.1224 -0.2266
H 6.46790 11.78009 17.79713 0.1766 0.4559 0.4066
C 8.63531 13.52387 17.79135 -0.0619 -1.4416 -0.1096
C 8.07398 14.30181 16.64461 0.6005 -0.1467 -0.5050
C 9.10950 14.61536 15.55045 -1.4508 0.2847 -0.5350
O 8.26297 14.44982 14.26815 0.4394 0.4212 1.8437
C 7.14035 13.82421 14.63525 -1.0396 -0.4887 -3.0991
O 6.23618 13.50375 13.83468 1.8433 0.7504 1.7323
O 7.09693 13.48915 15.89173 0.1576 0.3995 1.3641
H 8.74950 12.45721 17.49928 -0.1926 0.5105 0.1570
H 8.04306 13.61162 18.68754 -0.3803 -0.1200 0.2362
H 9.61988 13.83884 18.07540 0.5194 0.5815 -0.0678
H 7.54943 15.19803 17.01160 0.1429 -0.1786 -0.4608
H 9.93912 13.92267 15.43029 -0.0947 -0.1886 0.2513
H 9.47505 15.63277 15.72696 -0.1018 -0.1514 -0.8917
C 8.50750 10.36509 9.93887 -0.2055 -0.6862 1.2158
C 7.71992 11.49474 10.00083 -0.9057 0.8639 1.2706
C 6.90663 11.78544 11.14330 2.1560 -2.9308 -0.4481
C 6.87409 10.83904 12.16596 -0.6999 0.2308 0.8025
C 7.70547 9.73122 12.17958 -0.2338 0.0257 -1.3955
C 8.48465 9.49484 11.03189 -0.0188 0.1217 1.2066
O 9.30962 8.39785 11.05808 0.4060 0.2395 -1.6991
O 6.18270 12.86231 11.22050 -1.6935 2.9601 -0.8023
H 9.17363 10.13898 9.12725 0.0315 0.0607 -0.3433
H 7.73245 12.21489 9.21230 -0.0130 0.3464 -0.5030
H 6.10992 10.99202 12.95151 0.7869 -0.0959 -0.3032
H 7.67285 9.00203 12.99141 0.0451 0.2886 -0.2149
H 9.37956 8.11105 11.94900 -0.0026 -0.5512 1.1760
H 6.02232 13.24419 12.11323 0.5307 -0.8726 -0.1251
C 4.46809 14.31285 17.31840 0.9070 -0.3472 0.5825
C 3.98671 14.44723 16.03138 -0.4965 0.3936 -0.2137
C 2.72712 15.02760 15.86761 0.2186 -0.5237 2.8929
C 1.96111 15.28602 17.01741 -0.1752 -0.0429 0.0562
C 2.43665 15.10063 18.32608 -0.0886 0.0980 -1.3646
C 3.74206 14.64133 18.46348 -1.1529 0.4992 -1.8665
O 4.34955 14.54773 19.62917 0.8475 -0.1945 2.2221
O 2.20018 15.31113 14.68188 -0.3249 0.1023 -1.6225
H 5.49763 13.98197 17.48308 -0.4474 -0.0080 -0.0639
H 4.56514 14.13889 15.15153 -0.0688 0.2006 0.4440
H 0.93010 15.60347 16.88670 0.1699 0.1515 -0.0950
H 1.77956 15.36005 19.15885 0.3446 -0.1742 -0.0878
H 3.76543 14.83955 20.34818 0.3277 -0.1558 -0.2807
H 2.84595 14.98780 14.04619 -0.2209 0.0368 -0.4722

13
Properties=species:S:1:pos:R:3:forces:R:3 method="wB97M-V/def2-TZVPD" homo_lumo_gap_ev=9.6965 e_homo_ev=-8.857 spin_multiplicity=1 relative_energy_kcal_mol=67.0
N -0.15408 -0.80859 -0.79957 -2.2597 0.4021 1.1546
H -0.90010 -0.31688 -0.19573 1.8223 -1.0836 -1.6324
H -1.10467 -5.41006 -0.81213 -0.8621 0.2804 -0.6031
H 0.75869 -0.65948 -0.39534 -0.0955 0.1683 -0.5269
H -0.27456 -0.57883 -1.78678 0.4068 0.0935 0.6704
C 0.77202 1.32250 0.98285 -5.6599 1.5165 2.9051
C -0.13200 2.21145 0.15930 -0.1246 0.8047 3.1211
S 0.71990 3.11793 1.66388 -0.1644 -1.6927 -1.7229
H -0.53851 -5.59090 -0.41630 0.8630 -0.2786 0.6036
H 1.62958 1.30711 0.45924 3.1310 -1.3517 -1.1736
H 0.27489 0.50689 1.68615 1.6964 1.7761 -1.6857
H 0.12487 2.38833 -0.83023 1.1926 0.6502 -1.5377
H -1.17601 2.51052 0.28468 0.0540 -1.2850 0.4273

106
Properties=species:S:1:pos:R:3:forces:R:3 method="wB97M-V/def2-TZVPD" total_charge=-1 homo_lumo_gap_ev=6.8160 e_homo_ev=-5.427 spin_multiplicity=1
Sr 0.03375 -0.28622 0.27710 -0.0772 0.7345 0.3538
Cl 6.09399 0.26291 -4.61859 -0.0134 -0.0029 0.0009
C 4.93048 0.00898 -3.33849 -0.1903 0.0865 -0.1563
C 5.36940 -0.48063 -2.10561 0.0592 -0.0485 0.0880
C 4.48205 -0.67786 -1.08583 0.2420 0.0429 0.0901
Cl 5.06030 -1.27666 0.43656 -0.0319 -0.0016 0.0081
C 3.08371 -0.38240 -1.19249 -0.0415 0.0199 -0.3224
O 2.29995 -0.52188 -0.22166 0.4709 -0.0657 0.0342
C 2.67649 0.06978 -2.49167 -0.0488 0.0960 -0.3796
C 1.28928 0.27723 -2.85564 0.1280 -0.0997 0.0965
O 0.30299 0.07338 -2.16520 -0.0028 0.0812 -0.3237
C 3.60162 0.27182 -3.53217 0.1851 -0.0800 0.1555
H 6.41475 -0.70520 -1.95260 0.0581 -0.0098 0.0004
H 1.14027 0.62742 -3.89754 0.0336 -0.0071 0.0703
H 3.24631 0.62793 -4.49060 0.0034 0.0104 -0.0426
O 0.80636 -0.29172 2.60355 -0.1578 0.2823 0.0089
Si 1.37072 -1.00414 3.90986 -0.0435 -0.1340 -0.2793
C 2.97949 -0.20002 4.46786 -0.0744 -0.0703 -0.0535
C 3.53040 -0.33365 5.74024 -0.0530 -0.0727 0.0770
C 4.75208 0.23381 6.06042 0.0601 0.0174 0.1027
C 5.45484 0.94521 5.10045 0.1427 0.0469 0.0264
C 4.92972 1.08421 3.82686 0.0011 0.0601 -0.0925
C 3.70180 0.51849 3.51751 0.0345 0.0158 -0.0574
C 0.14464 -0.88757 5.34114 0.0880 0.0779 -0.0276
C -0.91432 -1.78185 5.47453 -0.0485 -0.1041 -0.0474
C -1.91548 -1.59593 6.41369 -0.1505 -0.0853 0.0465
C -1.87964 -0.49270 7.25163 -0.0590 0.0184 0.0474
C -0.83614 0.41297 7.14295 0.0048 0.0903 0.0868
C 0.16011 0.21205 6.19855 0.0111 0.0767 0.0577
C 1.72380 -2.81652 3.52849 0.0381 0.0680 0.1102
C 1.60078 -3.87395 4.42755 -0.0597 0.0069 0.1358
C 1.96751 -5.16752 4.08260 -0.0030 -0.0423 0.0929
C 2.48923 -5.42376 2.82597 0.0837 -0.0746 -0.0943
C 2.62131 -4.38633 1.91414 -0.0272 0.0039 0.0138
C 2.23233 -3.10149 2.25959 0.0831 -0.0497 -0.0058
H 2.99694 -0.88995 6.50111 -0.0660 -0.0638 0.0648
H 5.15872 0.11940 7.05779 0.0150 -0.0023 0.0213
H 6.41351 1.38575 5.34478 0.0254 0.0117 0.0079
H 5.47680 1.62711 3.06666 0.0305 0.0226 -0.0136
H 3.29604 0.61913 2.51968 -0.0497 0.0097 -0.1029
H -0.96550 -2.64440 4.82452 0.0203 -0.0661 -0.0712
H -2.72592 -2.31092 6.48127 -0.0004 0.0077 0.0167
H -2.65975 -0.34167 7.98679 -0.0236 0.0040 0.0236
H -0.79378 1.27515 7.79814 -0.0049 0.0120 0.0092
H 0.96745 0.92872 6.12940 0.1015 0.0865 -0.0258
H 1.21838 -3.68952 5.42526 -0.0294 0.0166 0.0513
H 1.85763 -5.97187 4.79937 -0.0083 -0.0357 0.0320
H 2.78777 -6.42841 2.55251 0.0131 -0.0253 -0.0029
H 3.02135 -4.57462 0.92836 0.0427 -0.0389 -0.1035
H 2.34366 -2.30652 1.53561 0.0106 0.1156 -0.0997
C -5.88418 -1.26199 -2.24495 -0.1967 -0.0677 -0.1367
N -5.63415 -1.57150 -0.84288 -0.0311 0.0309 -0.0358
C -5.95327 -0.39139 -0.05027 -0.2342 0.0353 0.1470
N -5.25982 0.82419 -0.46420 -0.0627 -0.0146 -0.0225
C -5.52259 1.04217 -1.88155 -0.1874 0.2010 -0.0969
N -5.18470 -0.08197 -2.74712 -0.0803 -0.0361 0.0671
C -3.73770 -0.30972 -2.76745 0.0457 -0.0432 -0.2267
P -3.00371 -0.70090 -1.11591 0.4454 0.2018 0.0749
C -4.24504 -1.98114 -0.63208 0.0390 -0.2452 0.0907
C -3.82257 0.70791 -0.22106 0.0993 0.0270 0.0796
H -6.95991 -1.08747 -2.36248 0.0674 -0.0201 -0.0018
H -5.60330 -2.12468 -2.85367 -0.0117 0.0078 0.0013
H -5.71832 -0.59383 0.99640 -0.0014 0.0034 0.0066
H -7.03064 -0.20984 -0.13715 0.0617 -0.0057 0.0076
H -4.96562 1.92369 -2.21304 -0.0313 -0.0347 0.0096
H -6.59491 1.24145 -1.99813 0.0904 -0.0004 0.0096
H -3.23932 0.57523 -3.17356 0.0101 -0.0030 0.0324
H -3.52112 -1.13230 -3.45795 0.0002 0.0410 0.0452
H -4.09306 -2.22540 0.42445 0.0146 0.0299 -0.0826
H -4.05327 -2.89463 -1.20538 -0.0015 0.0359 0.0399
H -3.33836 1.63987 -0.52638 0.0096 -0.0033 -0.0081
H -3.64112 0.58646 0.85022 -0.0016 -0.0107 0.0244
C -2.16252 5.07316 -0.91161 0.0357 0.1040 -0.1496
N -1.90680 4.16229 0.18331 -0.0275 0.1101 0.0764
C -2.46434 4.35984 1.40297 -0.0380 -0.0190 0.1031
C -2.25411 3.51260 2.42542 0.0100 0.0753 -0.1497
C -1.40879 2.37822 2.15901 0.0223 -0.2668 0.2661
N -0.89303 2.16511 0.95165 -0.0428 0.1414 -0.0487
C -1.10499 3.03894 -0.07038 -0.0218 -0.2971 0.3590
O -0.65319 2.87228 -1.18782 0.0706 0.0309 -0.3868
N -1.13891 1.49364 3.10964 0.0179 0.0717 0.0659
H -2.51111 6.01780 -0.49880 -0.0193 0.0262 -0.0547
H -2.91645 4.66927 -1.58978 0.0279 0.0099 -0.0216
H -1.24318 5.22813 -1.47423 -0.0800 -0.0032 0.0317
H -3.08211 5.24393 1.49485 -0.0018 -0.0130 0.0355
H -2.69227 3.68464 3.39369 -0.0142 -0.0237 0.0801
H -1.50673 1.63518 4.03570 0.0063 -0.0238 -0.0278
H -0.40111 0.74559 2.96094 -0.0479 0.0625 -0.0174
O -1.69843 -1.66318 1.52409 -0.4872 0.1270 0.1871
C -1.07933 -2.65940 1.09510 -0.0757 -0.5005 0.0899
O -0.29234 -2.66925 0.12419 0.0597 -0.5183 -0.2137
C -1.26875 -3.96671 1.82855 -0.0702 -0.1346 0.1597
C -2.11895 -4.01891 2.92706 0.2168 -0.1807 -0.2373
C -2.23520 -5.21474 3.61060 -0.2539 -0.1571 0.2428
C -1.54770 -6.36662 3.26942 -0.0450 0.4059 -0.2277
C -0.72636 -6.26019 2.16190 0.0690 -0.2935 -0.0045
C -0.56451 -5.09841 1.43094 -0.2603 0.1376 0.2386
N 0.04308 -7.45967 1.76417 -0.0832 0.3646 0.1990
O -0.05808 -8.44378 2.46733 0.0181 -0.2415 0.0392
O 0.74067 -7.37682 0.77990 0.0759 -0.0982 -0.2123
N -3.12943 -5.27052 4.79016 0.5360 0.0973 0.0084
O -3.23986 -6.33533 5.36192 -0.1799 -0.0783 0.0099
O -3.65216 -4.23453 5.14499 -0.2132 -0.0133 -0.0126
H -2.65300 -3.13229 3.23401 -0.0203 0.0022 -0.0075
H -1.64752 -7.28072 3.83183 0.0205 0.0218 -0.0355
H 0.10017 -5.04768 0.58437 0.0298 0.0028 -0.0387